The following is a DFT calculation (wB97M-V/def2-TZVPD) of a cluster of 2 separate species, FHN2O2 in total.

Its LUMO energy (alpha / beta) is -0.0304 / -0.0401 Eh. Its gap between HOMO and LUMO (alpha / beta) is 0.3384 / 0.3695 Ha.

Bonds (Å) are listed after each position.
Geometry (Å):
1 H 1.064 -0.783 -1.103  N6 1.031
2 O -1.089 0.740 1.367  N5 1.161
3 F 1.913 0.429 0.300  N6 1.361
4 O -1.932 -0.563 -0.229  N5 1.193
5 N -1.153 -0.027 0.499  O2 1.161, O4 1.193
6 N 1.197 0.204 -0.835  H1 1.031, F3 1.361

Need the natural (NBO) charges? In units of e they are: 0.29 -0.24 -0.21 -0.28 0.53 -0.09